ORCA calculation (ωB97M-V/def2-TZVPD) on a molecular structure, C10H24Cl2F6NO16S2Y.

Geometry (Å):
Y: 29.261 27.415 5.397
Cl: 31.843 29.346 2.810
O: 31.964 28.393 1.770
O: 31.008 30.476 2.411
O: 31.139 28.705 3.875
O: 33.112 29.698 3.321
Cl: 27.146 27.254 2.174
O: 28.086 27.686 3.129
O: 25.908 26.938 2.751
O: 26.996 28.259 1.168
O: 27.750 26.097 1.633
C: 27.338 31.295 4.832
F: 27.006 30.638 3.718
F: 28.477 31.982 4.568
F: 26.372 32.144 5.179
S: 27.555 29.953 6.240
O: 26.848 30.350 7.459
O: 27.072 28.679 5.727
N: 29.228 29.478 6.233
S: 29.776 30.576 7.237
O: 29.058 31.839 7.399
O: 30.033 29.906 8.521
C: 31.508 31.068 6.555
F: 32.357 30.065 6.502
F: 31.378 31.659 5.361
F: 32.035 31.979 7.393
C: 32.089 24.834 3.046
C: 30.561 25.004 3.192
O: 30.180 25.369 4.491
H: 32.602 25.780 2.877
H: 32.398 24.217 2.202
H: 32.468 24.452 3.994
H: 30.071 24.086 2.865
H: 30.264 25.746 2.450
H: 30.315 24.539 4.955
C: 28.332 27.395 9.989
C: 27.706 27.055 8.598
O: 28.710 26.822 7.689
H: 29.067 28.177 9.800
H: 28.860 26.561 10.453
H: 27.610 27.779 10.710
H: 27.005 27.839 8.313
H: 27.030 26.202 8.670
H: 29.102 26.005 8.007
C: 26.710 23.594 6.027
C: 27.062 24.553 4.871
O: 27.382 25.815 5.434
H: 25.844 23.859 6.632
H: 27.527 23.383 6.717
H: 26.382 22.648 5.596
H: 26.265 24.698 4.142
H: 27.918 24.089 4.382
H: 26.521 26.191 5.635
C: 33.218 25.542 6.720
C: 32.646 26.793 6.064
O: 31.329 27.056 6.531
H: 33.354 25.673 7.793
H: 34.182 25.245 6.306
H: 32.571 24.682 6.549
H: 32.589 26.624 4.988
H: 33.222 27.676 6.337
H: 31.462 27.057 7.482

Forces on atoms 1 to 3 (eV/Å):
-0.745 -0.314 -2.525
-1.296 1.942 -1.878
0.257 -0.568 -1.053

Results
* M: 752.23 g/mol
* energy above the lowest of the compared OMol25 structures with the same formula, charge and spin: 0.0 kJ/mol
* total charge: 0
* max |F|: 6.3 eV/A
* HOMO: -9.560 eV